Here is a 13-piece molecular cluster, C66H169N11O24 overall in a non-equilibrium geometry from OMol25. Energies are from ωB97M-V/def2-TZVPD.

The geometry in XYZ format:
```
270
Properties=species:S:1:pos:R:3:forces:R:3:lowdin_charge:R:1
C -0.82417 -7.64627 -3.18334 0.9 1.1 -1.1 -0.09
O 0.36910 -7.27438 -2.54559 -0.4 0.6 1.2 -0.21
C 1.36383 -6.73895 -3.32261 1.6 -1.0 -1.5 -0.27
C 2.62531 -6.53819 -2.47681 1.2 -0.8 -1.1 -0.18
N 3.68709 -5.99235 -3.34796 0.1 1.1 -0.5 -0.06
C 3.67331 -4.51660 -3.44731 -0.2 0.6 1.0 -0.21
C 4.64553 -3.99862 -4.46945 0.1 -0.5 -1.7 -0.26
O 4.95620 -2.64204 -4.48149 -0.3 1.5 0.9 -0.20
C 3.84512 -1.80114 -4.78257 1.6 0.1 -0.8 -0.10
H -1.16058 -6.86806 -3.96155 0.2 -1.0 1.2 0.10
H -1.46462 -7.77315 -2.34258 -1.2 -0.1 0.1 0.08
H -0.63555 -8.58471 -3.68894 -0.3 -0.4 -0.4 0.08
H 1.13325 -5.77924 -3.80608 -0.4 0.1 0.1 0.11
H 1.59175 -7.46223 -4.16841 0.0 0.7 0.7 0.14
H 3.04629 -7.47991 -2.09942 -0.6 0.0 -0.1 0.13
H 2.39906 -5.93407 -1.62021 -0.1 0.6 0.6 0.10
H 4.66171 -6.27849 -3.14601 -1.2 0.0 0.2 0.12
H 4.03787 -4.07198 -2.50042 -0.5 0.0 0.0 0.12
H 2.67168 -4.07409 -3.64010 0.3 -0.8 0.2 0.11
H 4.39781 -4.26800 -5.51968 -0.2 -0.3 0.5 0.13
H 5.59198 -4.41304 -4.23902 1.1 -1.0 0.0 0.11
H 3.07688 -1.93875 -4.06850 -1.0 0.1 0.9 0.05
H 3.49449 -2.14303 -5.76092 -0.4 0.5 -0.2 0.09
H 4.19818 -0.72873 -4.78229 -0.4 -1.3 -0.2 0.10
C 0.91547 -0.60919 10.78078 -1.7 -0.9 0.7 -0.10
O 0.30085 -1.61425 10.00181 0.6 -0.2 -0.2 -0.20
C 1.05150 -2.08198 8.88880 -2.6 -0.4 0.3 -0.21
C 0.11762 -3.10049 8.23296 1.3 1.0 -2.9 -0.17
N 0.84408 -3.72681 7.06985 -0.9 0.1 2.0 -0.06
C -0.02956 -4.62363 6.32462 1.4 -1.3 1.5 -0.22
C 0.84225 -5.51664 5.49506 -0.8 0.8 -0.7 -0.24
O 1.54938 -4.63642 4.68387 0.8 0.6 -0.8 -0.20
C 1.78272 -5.11292 3.37374 0.2 0.6 0.5 -0.08
H 0.95211 0.34943 10.27747 0.3 0.2 -0.2 0.08
H 1.84210 -0.96411 11.18221 1.0 0.1 0.0 0.08
H 0.22094 -0.56308 11.63276 0.3 0.5 -0.1 0.09
H 2.00885 -2.49244 9.08609 1.0 -0.7 0.8 0.11
H 1.20895 -1.26336 8.23042 0.2 0.9 -1.0 0.10
H -0.81552 -2.59868 7.89605 0.4 0.2 0.1 0.12
H -0.22775 -3.87888 8.84889 0.0 -1.0 1.3 0.10
H 1.47884 -3.09666 6.56786 -0.9 -0.7 0.0 0.09
H -0.71635 -4.14278 5.70395 -1.3 1.1 -1.2 0.09
H -0.62452 -5.27377 7.00662 0.5 0.6 0.0 0.13
H 0.27794 -6.12261 4.81046 -0.7 -0.9 0.1 0.11
H 1.49527 -6.09150 6.11307 0.6 -0.6 0.5 0.12
H 2.23056 -6.09135 3.39525 -0.2 -0.8 -0.1 0.09
H 2.55189 -4.48836 3.00240 0.7 0.8 -0.7 0.06
H 0.91292 -5.01304 2.71179 -0.1 -0.3 0.2 0.10
C 5.41510 -1.67622 -1.18052 1.4 0.1 -0.9 -0.07
O 6.17031 -0.63599 -0.50538 0.6 -0.1 -1.5 -0.22
C 7.42716 -0.41666 -1.20714 -1.1 -0.9 -0.3 -0.20
C 8.35140 0.40763 -0.38165 -1.1 1.1 0.6 -0.27
N 9.66895 0.47945 -0.91448 1.6 0.7 1.0 -0.06
C 10.44607 1.61809 -0.30254 0.1 -0.8 0.1 -0.18
C 11.88293 1.39432 -0.73248 -0.1 0.9 -0.9 -0.26
O 12.77781 2.38596 -0.32275 0.5 0.2 1.3 -0.19
C 13.17139 3.36153 -1.25427 -0.1 0.9 1.2 -0.11
H 5.20972 -1.45397 -2.26217 0.3 0.1 0.9 0.08
H 4.49112 -1.78093 -0.66840 -0.7 -0.2 0.5 0.05
H 6.00949 -2.62679 -1.16090 -0.6 0.6 0.1 0.11
H 7.31384 0.04158 -2.20275 -0.4 0.1 0.3 0.13
H 7.81396 -1.40257 -1.43612 0.5 -0.4 0.2 0.11
H 8.30088 0.11571 0.66756 0.1 -0.3 0.2 0.12
H 7.96366 1.42549 -0.41351 -0.2 0.2 0.2 0.12
H 10.15790 -0.34156 -0.57788 0.1 -0.4 -0.4 0.11
H 10.49313 1.64312 0.84695 -0.7 0.1 -1.5 0.15
H 10.05726 2.54124 -0.73826 0.0 0.1 0.4 0.12
H 11.96252 1.27457 -1.80012 -0.3 0.0 -0.7 0.12
H 12.19920 0.46626 -0.33526 0.6 -1.1 0.7 0.11
H 12.28743 3.77017 -1.72403 -0.1 -0.1 -1.0 0.08
H 13.97781 2.99205 -1.88489 -0.3 0.0 -0.5 0.09
H 13.55491 4.24761 -0.69182 0.0 -0.9 -0.2 0.10
C 3.85267 3.05786 4.84802 2.4 1.6 -1.4 -0.10
O 3.97215 2.64564 3.48745 0.0 0.9 -0.4 -0.24
C 5.20352 1.98766 3.22342 0.2 0.1 0.9 -0.20
C 5.43516 1.76489 1.72041 0.4 1.3 0.9 -0.23
N 4.41279 1.13021 1.00368 -2.3 -1.0 -0.8 -0.06
C 3.58342 2.10372 0.27073 1.1 -0.3 -0.1 -0.16
C 2.62567 1.48275 -0.75128 -0.5 0.5 1.1 -0.22
O 3.15341 0.67360 -1.74262 0.2 -0.4 -0.7 -0.20
C 3.96789 1.36269 -2.67249 0.8 -1.7 0.6 -0.06
H 3.84764 2.16625 5.44684 -0.4 -0.2 0.9 0.08
H 3.00185 3.75791 4.90215 0.4 -0.7 0.4 0.07
H 4.83111 3.66196 5.07198 -1.7 -0.9 0.1 0.11
H 5.06977 1.03267 3.78521 0.8 0.1 -0.6 0.13
H 6.10178 2.57112 3.68406 -1.4 -0.8 -0.7 0.14
H 6.29050 1.16920 1.62323 1.5 -1.0 0.2 0.09
H 5.70846 2.68980 1.18276 0.0 0.4 0.6 0.12
H 4.80143 0.50075 0.30975 0.3 -0.1 0.1 0.08
H 4.38233 2.76314 -0.17589 -1.4 0.3 0.0 0.12
H 2.94839 2.61175 1.00246 0.3 0.4 -0.2 0.11
H 2.05414 2.32010 -1.20064 -0.1 -0.4 0.2 0.13
H 1.99792 0.78539 -0.17318 -0.1 0.6 -0.1 0.10
H 3.43597 1.82870 -3.49248 -0.3 0.5 0.1 0.09
H 4.61100 0.56661 -3.06580 0.0 0.3 -0.3 0.07
H 4.62106 1.97389 -2.07645 0.3 1.0 -0.4 0.08
C -9.47979 1.65716 0.61271 -0.3 0.5 0.8 -0.09
O -8.80174 2.35451 1.66844 -0.2 0.3 0.0 -0.20
C -7.69392 3.20160 1.34347 0.8 -1.7 0.4 -0.20
C -6.44472 2.36848 1.00160 -0.3 -0.1 0.4 -0.21
N -6.02552 1.49517 2.09755 0.3 0.8 -0.1 -0.05
C -4.95598 0.57782 1.84322 2.8 1.4 0.7 -0.19
C -4.34371 -0.09738 3.11620 -1.6 -1.1 -0.2 -0.18
O -3.98943 0.85333 4.11808 -0.7 -0.1 -1.9 -0.23
C -3.64475 0.38129 5.37526 0.4 2.5 1.3 -0.12
H -8.90523 0.83845 0.19511 0.2 -0.4 0.2 0.07
H -9.68955 2.32591 -0.21470 -0.2 0.3 -0.2 0.08
H -10.44676 1.28166 1.04936 1.1 0.3 -0.5 0.10
H -7.47904 3.84450 2.19079 -0.3 -0.1 0.4 0.11
H -7.84612 3.85114 0.51016 -0.7 0.4 -0.9 0.11
H -5.64162 3.09650 0.79769 -0.1 -0.4 -0.2 0.10
H -6.71975 1.79945 0.09746 0.5 0.1 -0.1 0.11
H -6.78363 1.04091 2.51813 -1.5 -0.6 0.6 0.10
H -4.09048 1.25251 1.61489 -0.5 -0.5 -0.7 0.10
H -5.10658 -0.13657 1.01973 0.1 0.0 0.3 0.12
H -3.48882 -0.75588 2.83007 -0.3 0.6 0.1 0.10
H -5.12449 -0.80759 3.46528 0.3 0.3 0.5 0.13
H -3.12780 1.30685 5.79484 0.1 -1.4 -0.1 0.10
H -2.97718 -0.46498 5.31406 0.1 -0.4 0.4 0.07
H -4.48719 0.31485 6.09923 0.1 -0.8 -0.7 0.10
C -4.48344 7.91241 2.91808 0.7 1.6 -0.4 -0.15
O -4.66283 6.73532 3.61639 -0.2 0.2 0.2 -0.16
C -4.64693 5.67957 2.71055 0.6 -1.6 0.5 -0.25
C -4.48442 4.38226 3.45271 -0.9 -2.7 0.3 -0.17
N -3.11232 3.78255 3.61840 -1.7 0.9 -0.8 -0.03
C -2.29621 4.42311 4.58669 0.7 2.7 0.7 -0.23
C -0.92107 3.80943 4.82076 -2.6 -2.2 -1.1 -0.21
O -0.37311 3.77492 3.54503 -0.6 0.8 -0.7 -0.17
C 0.72306 3.00248 3.32527 2.1 -1.0 0.2 -0.12
H -5.32223 8.22265 2.27802 -0.2 -0.3 0.2 0.09
H -3.61862 7.84794 2.22682 -0.1 0.0 0.3 0.08
H -4.28273 8.72887 3.62231 -0.1 -0.2 -0.1 0.09
H -3.78789 5.77813 2.06294 0.2 0.1 -0.7 0.11
H -5.57363 5.57670 2.15553 -0.3 0.5 -0.4 0.11
H -5.13321 3.55788 2.95773 1.3 1.2 0.5 0.11
H -5.03364 4.48152 4.41166 0.5 0.2 0.0 0.13
H -3.28249 2.82246 3.81492 0.1 -1.0 0.3 0.06
H -2.79817 4.65227 5.56203 0.2 -0.3 -0.4 0.13
H -2.01870 5.41804 4.14929 -0.5 -0.3 0.5 0.13
H -1.14602 2.76400 5.12698 0.6 0.1 0.3 0.12
H -0.38290 4.31163 5.58794 0.8 0.6 0.5 0.11
H 0.93812 2.88105 2.24984 -0.4 0.3 0.3 0.09
H 0.71349 1.98361 3.75976 -0.5 0.2 -0.1 0.09
H 1.60214 3.46700 3.77316 0.1 0.0 -0.2 0.05
C -2.92193 -3.12075 0.61257 -0.9 2.9 0.9 -0.11
O -4.27185 -3.51285 0.69751 -0.2 0.4 -0.3 -0.19
C -4.41544 -4.86210 0.40034 0.3 -1.1 0.6 -0.24
C -5.82848 -5.21493 -0.02028 -0.3 0.8 1.1 -0.21
N -6.20557 -4.47439 -1.20148 0.1 -1.5 -0.7 -0.05
C -7.52881 -4.75846 -1.75841 -0.4 -0.1 0.6 -0.17
C -8.60105 -5.20425 -0.70728 1.0 0.2 0.0 -0.22
O -8.87264 -4.13125 0.18993 0.3 -0.4 -0.3 -0.19
C -9.35279 -4.61835 1.41447 0.1 0.0 0.8 -0.13
H -2.32362 -3.67682 1.31592 0.4 0.1 0.5 0.08
H -2.96318 -1.97417 0.80136 0.5 -1.9 0.1 0.11
H -2.48359 -3.21262 -0.35725 0.0 -0.4 -1.0 0.05
H -4.09396 -5.48014 1.28599 -0.4 0.3 -0.5 0.14
H -3.72187 -5.12065 -0.40066 0.0 -0.1 -0.4 0.12
H -6.56409 -4.95436 0.80005 0.9 -0.6 -0.4 0.13
H -5.79660 -6.27382 -0.18834 -0.4 -0.7 -0.2 0.12
H -6.11064 -3.55078 -0.90841 -0.2 2.0 0.1 0.06
H -7.43696 -5.56058 -2.48997 0.0 -0.3 0.0 0.11
H -7.82525 -3.87846 -2.35167 -0.2 -0.2 0.5 0.12
H -8.20668 -6.03122 -0.08799 0.2 0.1 -0.4 0.10
H -9.49518 -5.63578 -1.16515 -0.2 0.4 -0.2 0.12
H -8.75534 -5.45943 1.84493 -0.1 0.5 -0.5 0.09
H -10.37761 -4.95330 1.32733 -0.4 -0.3 -0.1 0.08
H -9.34527 -3.81146 2.15095 0.1 0.1 -0.2 0.09
C 1.07841 -0.32348 -7.05631 1.5 -0.4 0.8 -0.13
O 0.08136 -0.02151 -6.11716 -0.1 -0.8 0.7 -0.19
C 0.27942 -0.75592 -4.87083 1.4 3.2 0.1 -0.19
C -0.12775 -2.16999 -4.93907 -1.0 -0.8 1.7 -0.22
N -1.47017 -2.40382 -4.40402 -1.4 -0.1 -0.5 -0.04
C -2.02734 -3.64168 -5.00537 1.5 0.5 0.0 -0.22
C -3.47646 -3.75367 -4.84061 -1.7 0.4 0.5 -0.24
O -4.12101 -2.54390 -5.23930 0.0 -0.2 0.5 -0.19
C -5.51193 -2.69603 -5.02722 0.6 0.6 1.4 -0.12
H 2.11003 -0.14001 -6.62904 -0.8 0.3 -0.3 0.09
H 0.93739 0.30359 -7.91942 -0.1 0.1 -0.3 0.08
H 1.15419 -1.39067 -7.33427 -0.6 0.2 -0.1 0.08
H -0.20823 -0.10073 -4.09938 -0.1 -1.1 -0.6 0.12
H 1.36404 -0.60942 -4.61234 -0.7 -0.5 -0.2 0.11
H 0.52049 -2.81532 -4.32095 0.2 0.2 -0.6 0.12
H -0.19749 -2.48786 -5.94978 0.9 -0.4 -1.2 0.10
H -2.11465 -1.65626 -4.72899 0.7 -0.5 0.3 0.11
H -1.57008 -4.54262 -4.59797 0.2 0.0 0.5 0.10
H -1.77195 -3.72396 -6.07516 -0.1 0.3 -0.1 0.12
H -3.82452 -3.92546 -3.79655 0.5 -0.3 -0.4 0.13
H -3.83668 -4.54981 -5.49774 -0.1 -0.3 0.2 0.13
H -5.82442 -3.08497 -4.01518 0.7 0.6 -0.6 0.09
H -5.85301 -3.41558 -5.68871 -1.0 -1.4 -1.6 0.06
H -5.95809 -1.74510 -5.23216 -0.4 0.5 0.0 0.09
C -2.06421 6.04456 -1.12626 0.3 -0.3 -0.1 -0.09
O -2.29472 4.65681 -0.99248 -0.8 0.7 -0.9 -0.25
C -1.40774 4.01516 -0.13203 0.2 -1.5 -0.4 -0.22
C -2.14064 2.79894 0.48481 -0.6 0.0 0.4 -0.17
N -2.39371 1.72840 -0.52730 0.5 1.5 -0.2 -0.02
C -3.47432 2.09723 -1.44755 -1.7 -0.2 0.0 -0.21
C -3.85395 0.89326 -2.27994 1.6 -1.7 -1.6 -0.22
O -4.11582 -0.19777 -1.40128 -0.3 -1.0 -0.4 -0.22
C -4.29151 -1.50720 -2.03347 0.9 2.1 -0.6 -0.05
H -2.77944 6.48319 -1.85640 0.5 -0.5 0.5 0.10
H -1.01356 6.16860 -1.48104 -0.6 0.5 0.3 0.10
H -2.23063 6.49288 -0.13183 0.3 0.3 -0.4 0.08
H -0.98231 4.73787 0.57154 -0.2 -0.3 0.4 0.12
H -0.54360 3.55756 -0.71646 -0.7 0.6 0.5 0.13
H -3.14468 2.99360 0.98379 1.3 0.7 -0.5 0.10
H -1.47121 2.50038 1.30614 -0.3 -0.6 -0.3 0.09
H -2.69538 0.88813 -0.06755 0.0 -0.3 0.2 0.06
H -3.24220 2.92525 -2.12750 0.3 -0.3 0.4 0.10
H -4.45531 2.39014 -0.94031 1.2 0.0 -0.1 0.12
H -2.96201 0.60171 -2.96882 -1.1 0.4 1.0 0.13
H -4.70148 1.01220 -2.99115 0.2 0.4 0.6 0.13
H -4.59460 -2.16013 -1.28218 -0.4 -1.0 1.5 0.03
H -3.35211 -1.88251 -2.46736 -0.1 0.3 0.0 0.08
H -5.07412 -1.49688 -2.78304 -0.1 0.3 -0.3 0.07
C 1.94311 10.20934 -6.08701 -0.2 0.1 0.9 -0.11
O 2.04858 8.94454 -5.43979 -0.4 0.8 -0.6 -0.20
C 3.15320 8.24817 -5.95276 -0.2 0.3 0.1 -0.25
C 3.24940 6.96964 -5.16553 -1.4 -1.0 -0.1 -0.16
N 2.05150 6.08053 -5.38693 1.4 0.1 -0.3 -0.05
C 2.12272 4.78767 -4.71638 -0.8 -0.1 0.9 -0.22
C 0.73207 4.13199 -4.69306 -0.8 0.4 -1.1 -0.23
O 0.69050 3.06143 -3.79562 1.6 -0.2 0.2 -0.20
C -0.55844 2.62353 -3.40352 -1.5 -0.1 0.6 -0.14
H 1.78491 10.16555 -7.17575 0.2 -0.3 0.2 0.09
H 2.83477 10.84599 -5.85696 -0.6 -0.4 -0.2 0.10
H 1.05559 10.63713 -5.62759 0.0 0.4 -0.2 0.08
H 3.98104 8.94203 -5.91003 1.1 -0.2 0.7 0.11
H 3.03628 8.16517 -7.01297 -0.4 -0.9 -1.0 0.11
H 3.35093 7.26738 -4.11952 0.1 -0.2 0.2 0.12
H 4.04474 6.31594 -5.45370 1.0 0.1 -0.2 0.11
H 1.21910 6.53382 -5.10006 -0.8 0.7 0.3 0.08
H 2.30942 4.86900 -3.62503 0.6 0.1 -0.3 0.12
H 2.85735 4.12409 -5.18474 0.0 0.2 0.1 0.12
H 0.40259 3.82443 -5.72068 0.2 0.1 0.7 0.14
H 0.00367 4.89059 -4.34561 0.1 0.0 -0.1 0.12
H -1.22187 3.47224 -3.06511 0.6 -0.7 -0.3 0.09
H -0.49532 1.88037 -2.59076 0.4 0.6 0.1 0.08
H -1.06037 2.04368 -4.17729 -0.2 0.3 -0.6 0.08
C 0.06805 -3.78056 -0.89942 1.0 -0.9 0.9 -0.07
O 1.32481 -3.09901 -0.72583 -1.5 0.0 -0.4 -0.20
C 1.20885 -1.71778 -1.01662 1.4 -0.1 -1.6 -0.23
C 0.11632 -0.94714 -0.35413 -0.8 -1.3 0.4 -0.19
N 0.18997 -1.19981 1.10526 -2.3 0.3 -1.9 -0.01
C -0.44464 -0.15489 1.83348 -1.8 -0.2 2.1 -0.20
C -0.45628 -0.48975 3.38165 -0.8 0.0 -1.0 -0.20
O 0.89533 -0.62954 3.74724 -0.4 -0.1 1.5 -0.24
C 0.99460 -1.01584 5.12418 0.3 -0.4 -0.7 -0.07
H -0.58353 -3.39629 -1.67015 0.1 0.4 -0.5 0.07
H -0.48884 -3.80478 0.04314 0.2 0.2 -0.1 0.07
H 0.36028 -4.80355 -1.12952 -0.3 -0.2 -0.2 0.08
H 1.15174 -1.54472 -2.12500 -0.3 -0.3 0.5 0.12
H 2.20690 -1.32716 -0.79984 -0.2 0.2 0.4 0.10
H -0.91129 -1.28336 -0.74307 1.3 0.7 0.5 0.13
H 0.31717 0.07553 -0.71071 -0.6 0.1 0.5 0.10
H 1.11061 -1.36245 1.39373 1.6 -0.1 0.4 0.05
H -1.55308 -0.08691 1.60301 1.1 0.0 -0.3 0.11
H 0.00897 0.82426 1.62182 -0.2 0.1 0.4 0.10
H -1.01316 -1.48420 3.61824 0.8 1.5 -0.7 0.14
H -0.95845 0.32369 3.99414 0.5 -0.6 -0.7 0.12
H 0.25313 -1.78600 5.36076 0.0 0.1 -0.1 0.08
H 0.88028 -0.17846 5.81000 -0.1 0.3 0.0 0.09
H 1.97961 -1.46123 5.21759 0.2 0.0 0.2 0.10
O 3.67725 -3.84295 0.71758 0.0 -0.6 -0.2 -0.07
H 2.74021 -3.80909 0.46502 0.2 0.3 -0.1 0.01
H 3.80678 -3.12539 1.33930 -0.2 0.4 0.2 0.00
O 2.96367 -1.13955 2.09898 -0.4 -0.4 0.8 -0.06
H 2.37268 -0.81559 2.80866 0.0 -0.5 -0.2 0.02
H 3.50423 -0.36222 1.96222 0.8 0.8 -0.7 0.00
```
Forces are in eV/Å.

## Properties
net charge	0
energy relative to the best compared isomer or geometry (same formula, charge and spin)	3.027	eV
2S+1	1
frontier orbital gap	8.686	eV
HOMO	-8.2	eV